[1]
Computed, not measured: C30H62BeBr4ClCsF3NO15Si2 as an isolated structure in a non-equilibrium geometry, with the ωB97M-V functional and the def2-TZVPD basis.

The geometry in ORCA input format:
```
! wB97M-V def2-TZVPD RIJCOSX def2/J DEFGRID3
* xyz 0 1
C -6.9897 -1.8806 1.0172
C -5.9565 -2.9216 1.4659
O -5.5210 -3.7799 0.4203
C -4.7428 -3.0988 -0.5500
Si -2.9068 -3.0849 -0.1983
O -2.4717 -1.9216 0.9193
Si -1.4958 -0.6874 0.4992
Cl -2.5440 1.0996 0.5661
C -0.0219 -0.5072 1.5901
C 0.9216 0.6654 1.2192
C 1.3339 1.4002 2.4939
C 0.4244 2.5614 2.8837
C 0.3570 3.6819 1.8727
O 1.6367 4.3106 1.7502
C 1.5510 5.7039 1.5556
H -7.8810 -1.9023 1.6376
H -6.5654 -0.8809 1.1166
H -7.2343 -2.0054 -0.0359
H -6.4241 -3.5790 2.1964
H -5.1186 -2.4557 1.9900
H -5.0738 -2.0722 -0.7457
H -4.8692 -3.6317 -1.4985
H -2.4197 -4.4110 0.2259
H -2.2289 -2.8114 -1.4992
H -0.9754 -0.8432 -0.8914
H -0.3280 -0.4190 2.6273
H 0.5265 -1.4488 1.5004
H 0.4799 1.3370 0.4835
H 1.8150 0.2418 0.7610
H 1.2830 0.6706 3.3073
H 2.3748 1.7273 2.4409
H -0.5890 2.2166 3.0960
H 0.8061 2.9988 3.8123
H -0.3584 4.4178 2.2374
H -0.0068 3.3481 0.8990
H 2.4179 6.0383 0.9875
H 1.5224 6.2356 2.5118
H 0.6628 5.9830 0.9880
Be 0.5890 -0.3342 -1.9683
Br -2.0934 -2.0040 3.7203
C -6.2897 -4.4096 -4.8246
Br -7.3513 -3.1423 -3.8560
Br -4.4534 -3.8374 -4.9438
Br -6.4355 -6.1802 -4.0898
H -6.6679 -4.4520 -5.8347
C -2.3621 9.0799 5.1873
C -3.1018 7.7636 5.2729
O -3.4331 7.2615 3.9624
C -2.4745 6.6289 3.3134
O -1.3560 6.4246 3.6917
C -3.0188 6.1232 1.9585
F -3.7264 7.0739 1.3377
F -3.8139 5.0690 2.1565
F -2.0184 5.7553 1.1574
H -2.9383 9.8031 4.6107
H -2.1946 9.4799 6.1868
H -1.3972 8.9559 4.6967
H -4.0563 7.8892 5.7778
H -2.5323 7.0131 5.8193
O -5.8938 -0.4258 -2.6653
C -5.6239 0.2540 -3.6081
O -6.2285 0.1082 -4.8140
C -5.6258 0.9798 -5.7826
C -4.9659 2.0891 -4.9696
C -4.5733 1.3476 -3.6928
H -4.9008 0.4028 -6.3610
H -6.4001 1.3437 -6.4537
H -4.1342 2.5618 -5.4877
H -5.6995 2.8616 -4.7350
H -3.5925 0.8758 -3.7742
H -4.6058 1.9728 -2.8053
C 5.4474 -6.2769 -4.3578
C 4.0171 -6.7620 -4.3445
O 3.2276 -6.0641 -3.3560
C 2.7825 -4.8671 -3.7125
O 2.9245 -4.3301 -4.7789
O 2.1493 -4.3305 -2.6591
C 1.6673 -3.0044 -2.8862
H 5.8678 -6.3369 -3.3504
H 6.0538 -6.8725 -5.0382
H 5.5099 -5.2417 -4.6870
H 3.9730 -7.8093 -4.0502
H 3.5528 -6.6731 -5.3254
H 1.0429 -2.9576 -3.7770
H 2.4984 -2.3062 -2.9763
H 1.0702 -2.7497 -2.0143
C 8.1964 -7.5385 -8.4899
C 6.8611 -6.7676 -8.3363
C 6.6415 -5.9513 -9.6339
O 6.9282 -5.9388 -7.2790
H 9.0254 -6.8410 -8.6189
H 8.3841 -8.1482 -7.6053
H 8.1648 -8.2039 -9.3610
H 6.0558 -7.5370 -8.3095
H 7.4534 -5.2365 -9.7753
H 5.6986 -5.4070 -9.5806
H 6.6049 -6.6118 -10.5086
C -5.3132 -1.4523 5.0501
O -5.8776 -2.5010 5.3513
O -5.4844 -0.8217 3.9720
O -4.4860 -0.8458 5.7891
C 5.8464 2.8148 6.5340
C 4.4918 2.1249 6.6118
C 3.9166 1.7304 5.2550
O 3.4166 2.8747 4.6123
C 4.2517 3.4265 3.5796
N 3.4798 3.0738 7.1982
H 5.7777 3.7972 6.0659
H 6.2705 2.9568 7.5259
H 6.5526 2.2081 5.9596
H 4.5531 1.2615 7.2750
H 3.0658 1.0605 5.4175
H 4.6449 1.1876 4.6507
H 4.8597 2.6549 3.1064
H 4.8959 4.2161 3.9784
H 3.5900 3.8602 2.8300
H 3.8291 3.6059 7.9987
H 2.6246 2.5832 7.4773
H 3.2123 3.7166 6.4316
Cs 8.0636 2.6023 8.3060
*
```

## Properties
HOMO (eV): -4.68
Energy (Ha): -14032.8683
LUMO level (eV): -3.90
Max |F| (hartree/bohr): 0.082
Frontier orbital gap (eV): 0.776

---

[2]
Computed, not measured: one molecule with the formula C24H25N5 in a non-equilibrium geometry, with the ωB97M-V functional and the def2-TZVPD basis.

The geometry in ORCA input format:
```
! wB97M-V def2-TZVPD RIJCOSX def2/J DEFGRID3
* xyz 0 1
C 3.7085 2.2210 1.3172
C 2.3979 1.9383 0.6493
C 1.8806 0.6246 0.5891
C 2.7196 -0.5236 1.1043
C 2.5769 -1.7895 0.3008
C 2.4189 -3.0199 0.9221
C 2.3309 -4.1823 0.1754
C 2.4031 -4.1279 -1.2048
C 2.5754 -2.9058 -1.8335
C 2.6679 -1.7476 -1.0856
C 0.6268 0.3891 0.0391
N 0.0057 -0.8360 0.1180
C -0.3514 -1.3780 1.4162
C -1.5892 -0.6579 1.9772
N -2.6534 -0.6289 0.9872
C -3.5442 0.5007 1.1616
C -3.3934 -1.8737 0.9396
N -0.0026 1.3992 -0.6397
C 0.4701 2.7236 -0.5853
N -0.3018 3.5715 -1.2074
C -1.3198 2.8339 -1.7254
C -2.3959 3.2743 -2.4911
C -3.2940 2.3355 -2.9423
C -3.1184 0.9805 -2.6601
C -2.0590 0.5217 -1.9028
C -1.1621 1.4576 -1.4012
C 1.6738 2.9867 0.1079
C 2.1024 4.3246 0.2028
N 2.4728 5.4065 0.3018
H 4.5332 1.8129 0.7316
H 3.7434 1.7773 2.3110
H 3.8601 3.2937 1.4074
H 3.7687 -0.2244 1.0448
H 2.5123 -0.7219 2.1609
H 2.3683 -3.0753 2.0010
H 2.2068 -5.1325 0.6744
H 2.3317 -5.0337 -1.7886
H 2.6425 -2.8568 -2.9105
H 2.8078 -0.7971 -1.5807
H -0.8176 -0.8789 -0.4683
H 0.4714 -1.2646 2.1174
H -0.5448 -2.4439 1.2792
H -1.3080 0.3747 2.2027
H -1.9021 -1.1384 2.9187
H -2.9723 1.4264 1.1116
H -4.2676 0.5063 0.3478
H -4.0885 0.4709 2.1172
H -4.1130 -1.8251 0.1237
H -3.9380 -2.0757 1.8748
H -2.7120 -2.7012 0.7503
H -2.4956 4.3229 -2.7181
H -4.1406 2.6431 -3.5380
H -3.8252 0.2648 -3.0534
H -1.9666 -0.5421 -1.7474
*
```

## Properties
SMILES: Cc1c(Cc2ccccc2)c(NCCN(C)C)n2c(nc3ccccc32)c1C#N
HOMO (eV): -7.65
Energy (Ha): -1203.3358
LUMO level (eV): 0.09
Max |F| (hartree/bohr): 0.020
Frontier orbital gap (eV): 7.732

---

[3]
Computed, not measured: a 12-piece molecular cluster, C29H82O19 overall in a non-equilibrium geometry, with the ωB97M-V functional and the def2-TZVPD basis.

The geometry in ORCA input format:
```
! wB97M-V def2-TZVPD RIJCOSX def2/J DEFGRID3
* xyz 0 1
C -0.7153 3.6400 7.2944
C -1.4048 2.3331 6.8373
C -0.7526 1.7320 5.5463
O -1.2266 1.3512 7.8865
H -0.9145 4.4079 6.5469
H 0.3307 3.5845 7.5959
H -1.1787 4.0224 8.2038
H -2.4524 2.5734 6.6559
H 0.2428 1.3715 5.8060
H -0.6891 2.5972 4.8864
H -1.2380 0.9221 5.0018
H -1.5523 0.4942 7.6017
C -6.1381 2.2325 -1.6775
C -7.3443 1.7637 -2.4686
C -7.0107 0.4299 -3.2093
O -8.4953 1.9226 -1.7140
H -5.2230 1.9574 -2.2020
H -6.2620 1.7814 -0.6930
H -6.0631 3.3196 -1.7072
H -7.5711 2.4391 -3.2935
H -6.8637 -0.4293 -2.5548
H -6.0366 0.4529 -3.6977
H -7.8233 0.1226 -3.8676
H -8.8984 2.7914 -1.7800
C -2.0695 4.3263 -5.6456
C -2.7808 3.0778 -5.6368
C -2.7697 2.3851 -6.9846
O -2.0732 2.1319 -4.8446
H -2.3628 4.9852 -6.4628
H -1.0387 4.1729 -5.9648
H -2.0394 4.6747 -4.6132
H -3.7733 3.2794 -5.2337
H -3.6538 2.8340 -7.4374
H -2.9178 1.3149 -7.1289
H -1.8839 2.5456 -7.5992
H -1.6373 2.5686 -4.1091
C 3.1703 -1.9054 5.5714
C 4.5839 -1.9026 4.9466
C 4.9591 -3.1438 4.2153
O 4.6944 -0.8212 3.9833
H 2.4269 -1.7565 4.7882
H 3.1785 -1.2554 6.4463
H 2.7470 -2.9038 5.6820
H 5.3663 -1.6719 5.6695
H 4.4529 -3.3402 3.2701
H 5.1400 -4.0805 4.7425
H 5.9906 -2.9245 3.9396
H 3.8112 -0.6177 3.6667
C -1.9855 -5.2702 4.9167
C -3.3287 -5.9506 4.8469
C -4.5730 -5.0781 4.7198
O -3.3240 -6.5684 3.5588
H -1.7325 -5.0712 5.9581
H -2.1340 -4.3140 4.4150
H -1.1789 -5.8233 4.4355
H -3.4375 -6.7115 5.6197
H -4.4488 -4.4642 3.8277
H -4.7473 -4.4551 5.5971
H -5.4833 -5.6774 4.7000
H -2.4313 -6.8820 3.3968
O -5.4187 -4.3667 -2.7713
C -4.2813 -3.9289 -2.0745
C -3.7234 -5.1736 -1.2696
O -4.7258 -5.5750 -0.2857
H -6.0062 -4.7404 -2.1104
H -3.5275 -3.6223 -2.7997
H -4.4273 -3.0475 -1.4500
H -2.8857 -4.7636 -0.7055
H -3.4161 -6.1248 -1.7043
H -4.3769 -6.1273 0.4177
O 4.6141 -2.3643 -1.2663
C 5.6270 -3.3424 -1.1179
C 6.3545 -3.7044 -2.4323
O 5.6559 -4.7021 -3.1222
H 5.0253 -1.4980 -1.3098
H 6.3558 -2.9812 -0.3923
H 5.1049 -4.1515 -0.6071
H 7.4016 -3.9664 -2.2808
H 6.2594 -2.8309 -3.0773
H 6.2525 -5.4445 -3.2427
O 3.4644 4.7194 -5.3506
C 3.4359 4.1322 -4.1294
C 4.3210 2.8638 -4.2429
O 4.4098 2.3632 -2.8756
H 2.9589 4.1226 -5.9072
H 3.8579 4.9193 -3.5045
H 2.4623 3.8483 -3.7299
H 5.2952 3.0009 -4.7122
H 3.6862 2.1263 -4.7341
H 3.5814 2.2556 -2.4025
O 0.7395 0.0776 1.0916
C 0.1849 -1.0494 0.4448
C -0.0917 -0.9316 -0.9753
O -1.4071 -0.2747 -1.0900
H 0.1267 0.7967 0.9213
H 0.7604 -1.8930 0.8259
H -0.7070 -1.1955 1.0541
H -0.2707 -1.9312 -1.3715
H 0.7026 -0.5057 -1.5882
H -1.4429 -0.1708 -2.0437
O -1.0762 5.7576 1.5766
C -0.1318 6.1193 0.6555
C 0.4486 4.9551 -0.1295
O -0.4568 3.9767 -0.6604
H -1.1603 6.4215 2.2649
H -0.5970 6.7705 -0.0845
H 0.6452 6.7041 1.1481
H 0.8064 4.3484 0.7023
H 1.3646 5.1108 -0.6993
H -1.2856 4.4480 -0.7726
O 0.5374 -2.1243 -7.1277
C 0.2218 -2.8822 -5.8673
C 1.6631 -3.1460 -5.1806
O 1.4825 -4.1277 -4.1410
H -0.0161 -2.5366 -7.7950
H -0.4426 -2.4183 -5.1382
H -0.1074 -3.9060 -6.0449
H 2.0556 -2.1962 -4.8174
H 2.3943 -3.5373 -5.8879
H 2.3072 -4.2233 -3.6589
O 4.6078 4.9056 2.5535
C 4.4402 3.9363 3.5484
C 5.7907 3.6478 4.3367
O 6.7226 2.8872 3.5375
H 4.5650 5.8056 2.8848
H 3.6610 4.1541 4.2788
H 4.0049 2.9869 3.2368
H 5.5069 3.1750 5.2769
H 6.4029 4.5365 4.4903
H 6.2794 2.1118 3.1855
*
```

## Properties
SMILES: CC(C)O.CC(C)O.CC(C)O.CC(C)O.CC(C)O.OCCO.OCCO.OCCO.OCCO.OCCO.OCCO.OCCO
HOMO (eV): -9.72
Energy (Ha): -2583.2886
LUMO level (eV): 0.15
Max |F| (hartree/bohr): 0.078
Frontier orbital gap (eV): 9.862

---

Q: HOMO of number 3 (C29H82O19)?
A: -9.72 eV

---

Q: The highest HOMO belongs to which entry?
A: C30H62BeBr4ClCsF3NO15Si2